# 1
{"formula": "C5H22NO5S", "method": "ωB97M-V with the def2-TZVPD basis set", "total_charge": 1, "spin_multiplicity": 1, "relative_energy_ev": 0.000, "lumo_ev": -3.1, "elements": ["C", "O", "C", "C", "C", "S", "C", "N", "H", "H", "H", "H", "H", "H", "H", "H", "H", "H", "H", "H", "H", "H", "H", "H", "O", "H", "H", "O", "H", "H", "O", "H", "H", "O"], "coordinates": [[-0.927, 1.929, 1.130], [0.065, 1.863, 2.131], [-0.916, 0.571, 0.396], [-2.223, 0.311, -0.338], [-2.232, -0.954, -1.168], [-1.608, -0.791, -2.874], [0.170, -0.391, -2.701], [-0.653, -0.516, 1.443], [-1.863, 2.128, 1.718], [-0.660, 2.744, 0.364], [1.026, 1.903, 1.748], [-0.001, 0.510, -0.335], [-2.447, 1.183, -0.971], [-3.083, 0.301, 0.333], [-1.699, -1.816, -0.665], [-3.300, -1.285, -1.285], [0.662, -0.602, -3.624], [0.686, -0.993, -1.953], [0.298, 0.695, -2.488], [-1.422, -0.538, 2.063], [0.182, -0.294, 1.924], [-0.527, -1.418, 0.971], [1.688, -2.005, 0.824], [2.750, -1.787, 1.904], [2.045, -1.329, 1.449], [1.552, 2.952, -1.565], [1.775, 2.003, -0.385], [1.154, 2.249, -1.087], [0.408, -3.850, 0.298], [0.473, -3.009, -0.911], [0.421, -2.930, 0.015], [3.290, 1.566, 1.446], [2.460, 0.289, 1.123], [2.453, 1.309, 1.070]], "forces_ev_per_angstrom": [[0.9, 0.5, -0.2], [2.1, 0.3, -0.1], [0.8, 0.3, -1.1], [0.1, 0.3, -0.1], [-0.3, -1.2, -0.2], [0.2, -0.3, 0.0], [-0.6, 1.1, 0.7], [-0.6, 0.1, -2.5], [0.5, -0.2, -1.0], [-0.9, -1.1, 1.1], [-2.3, -0.1, 0.7], [-1.8, 0.2, 1.5], [0.3, -0.2, 0.0], [0.1, -0.1, 0.5], [-0.6, 0.9, -0.4], [1.0, 0.2, -0.1], [0.1, -0.2, -0.8], [-0.1, 0.0, 0.2], [0.1, -1.0, 0.0], [-1.0, -0.2, 1.1], [1.2, 0.5, 1.0], [-0.2, 0.0, 0.2], [0.1, 0.5, 0.2], [0.4, -0.1, 0.4], [-0.2, -0.5, -0.4], [0.6, 1.0, -0.7], [0.2, 0.1, -0.1], [-0.6, -0.8, 0.5], [-0.1, -0.2, 0.4], [0.0, 0.1, -2.2], [0.0, -0.2, 1.7], [0.5, 0.4, 0.2], [-0.2, 1.5, -0.1], [0.2, -1.9, 0.0]]}

---

# 2
{"formula": "C2H8S2", "method": "ωB97M-V with the def2-TZVPD basis set", "s_squared": 0.753, "total_charge": -1, "spin_multiplicity": 2, "relative_energy_ev": 0.414, "lumo_ev": [3.8, 3.9], "elements": ["S", "S", "H", "H", "C", "C", "H", "H", "H", "H", "H", "H"], "coordinates": [[1.535, 1.027, -0.570], [1.357, -1.016, -0.006], [1.020, 1.629, 0.539], [2.465, -1.323, 0.600], [-2.709, 0.295, -0.274], [-2.868, -0.305, 1.135], [-1.648, 0.254, -0.508], [-3.109, 1.304, -0.199], [-3.239, -0.263, -1.044], [-2.086, -1.044, 1.350], [-2.553, 0.465, 1.846], [-3.832, -0.757, 1.352]], "forces_ev_per_angstrom": [[0.2, 3.1, -0.4], [-1.6, -2.8, 0.1], [0.2, -0.2, -0.4], [1.2, -0.1, 0.6], [-0.2, -0.6, 0.9], [1.3, -0.2, 0.1], [0.0, 0.5, -0.2], [0.2, 0.2, -0.6], [-0.1, 0.0, 0.0], [-0.3, -0.3, -0.4], [-0.7, 0.1, 0.2], [-0.2, 0.3, 0.2]]}

---

# 3
{"formula": "C26H51AlBrNO9PS2", "method": "ωB97M-V with the def2-TZVPD basis set", "total_charge": -1, "spin_multiplicity": 1, "lumo_ev": 1.8, "elements": ["O", "C", "Br", "C", "Al", "C", "C", "C", "S", "C", "S", "N", "C", "C", "O", "C", "C", "P", "O", "O", "O", "H", "H", "H", "H", "H", "H", "H", "H", "H", "H", "H", "H", "H", "H", "H", "H", "H", "H", "H", "C", "C", "C", "O", "C", "H", "H", "H", "H", "H", "H", "H", "H", "C", "C", "C", "O", "C", "H", "H", "H", "H", "H", "H", "H", "H", "C", "C", "C", "O", "C", "H", "H", "H", "H", "H", "H", "H", "H", "C", "C", "C", "O", "C", "H", "H", "H", "H", "H", "H", "H", "H"], "coordinates": [[4.608, 1.615, -0.719], [4.627, 0.512, -0.158], [3.822, 0.170, 1.653], [5.310, -0.704, -0.927], [4.249, -1.157, -2.654], [2.307, -0.601, -2.298], [1.756, 0.478, -3.376], [0.401, 1.125, -2.811], [-1.065, 0.839, -3.960], [-2.490, 0.632, -2.774], [-2.460, 1.669, -1.433], [-3.518, -0.385, -3.006], [-3.069, -1.704, -2.474], [-4.242, -2.646, -1.937], [-5.161, -2.023, -1.012], [-5.072, -0.582, -1.031], [-4.854, 0.015, -2.493], [4.248, -3.511, -2.803], [4.862, -4.044, -4.117], [2.605, -4.049, -2.665], [5.055, -4.232, -1.449], [6.409, -0.506, -1.144], [5.175, -1.614, -0.238], [4.893, -0.455, -3.933], [2.134, -0.150, -1.259], [1.621, -1.519, -2.374], [1.496, -0.020, -4.373], [2.551, 1.263, -3.620], [0.495, 2.239, -2.553], [0.141, 0.568, -1.847], [-2.217, -1.612, -1.707], [-2.594, -2.265, -3.362], [-4.805, -3.193, -2.779], [-3.723, -3.488, -1.347], [-4.300, -0.244, -0.266], [-6.093, -0.195, -0.666], [-5.023, 1.148, -2.485], [-5.662, -0.402, -3.198], [2.236, -3.667, -1.840], [4.426, -4.107, -0.697], [4.485, -8.991, 0.599], [4.155, -8.675, -0.844], [3.303, -7.428, -0.707], [3.763, -6.739, 0.465], [4.639, -7.605, 1.197], [5.376, -9.608, 0.721], [3.642, -9.509, 1.068], [5.073, -8.441, -1.392], [3.643, -9.485, -1.366], [2.248, -7.682, -0.554], [3.380, -6.770, -1.575], [5.661, -7.231, 1.073], [4.383, -7.575, 2.259], [-3.905, 6.611, -1.465], [-2.981, 7.571, -0.746], [-2.421, 6.699, 0.360], [-2.390, 5.357, -0.145], [-3.140, 5.305, -1.365], [-4.123, 6.899, -2.495], [-4.853, 6.532, -0.923], [-2.176, 7.885, -1.419], [-3.481, 8.466, -0.372], [-3.069, 6.711, 1.242], [-1.414, 7.000, 0.662], [-2.430, 5.196, -2.191], [-3.798, 4.433, -1.355], [1.078, -3.891, 2.813], [2.405, -4.617, 2.758], [3.001, -4.083, 1.471], [2.500, -2.751, 1.303], [1.437, -2.534, 2.238], [0.652, -3.830, 3.816], [0.353, -4.393, 2.163], [3.027, -4.320, 3.610], [2.313, -5.705, 2.766], [2.677, -4.674, 0.609], [4.094, -4.066, 1.491], [1.808, -1.859, 3.018], [0.595, -2.055, 1.734], [-3.040, 8.798, 5.282], [-4.180, 7.874, 5.649], [-4.949, 7.789, 4.345], [-3.993, 7.943, 3.288], [-2.751, 8.387, 3.851], [-2.171, 8.705, 5.935], [-3.380, 9.838, 5.310], [-3.787, 6.888, 5.916], [-4.789, 8.235, 6.480], [-5.678, 8.603, 4.260], [-5.474, 6.838, 4.229], [-2.048, 7.548, 3.814], [-2.347, 9.206, 3.252]], "forces_ev_per_angstrom": [[-0.5, -3.1, 2.9], [2.0, 1.7, -4.4], [0.3, 0.4, -0.7], [-0.9, -0.3, 2.5], [-0.5, 1.3, 0.8], [-1.1, 0.3, -0.6], [-0.4, -0.3, 0.0], [0.4, 0.3, 1.0], [-0.9, -1.1, 1.4], [0.6, 0.9, 0.9], [-0.3, -1.3, -1.6], [1.0, 1.9, 0.5], [0.9, -1.7, -0.9], [0.8, -0.8, 0.3], [0.7, 0.5, -1.1], [-1.2, 1.0, 0.2], [-0.9, -0.3, 0.8], [1.0, -2.1, -2.0], [-1.5, 0.8, 3.1], [1.7, 0.3, 0.7], [-2.0, 0.7, -0.9], [-1.4, 0.0, 0.5], [0.6, 1.2, -0.9], [0.0, -0.1, -0.1], [0.3, -0.6, -1.3], [0.7, 1.2, 0.2], [0.6, 0.4, 1.3], [-1.2, -0.9, 0.5], [-0.2, -1.6, -0.5], [0.2, 0.9, -1.4], [-1.5, 0.1, -0.8], [-0.6, 0.6, 1.4], [0.7, 1.2, 1.0], [-0.6, 1.2, -0.9], [-0.7, -0.3, -1.3], [1.4, -0.6, -0.4], [0.7, -1.7, 0.0], [1.2, 0.3, 1.1], [0.2, -0.1, -0.6], [0.8, -0.3, -0.5], [-0.1, -0.3, 0.3], [0.3, 0.0, -0.3], [-0.3, 0.3, -0.2], [0.1, -0.5, 0.1], [0.2, 0.3, 0.0], [0.0, 0.1, 0.0], [0.1, 0.0, 0.0], [-0.1, 0.0, 0.0], [0.0, 0.1, 0.0], [0.0, -0.1, -0.1], [0.0, 0.1, 0.1], [0.0, -0.1, 0.1], [0.0, 0.1, 0.0], [-0.4, 0.0, 0.0], [0.3, 0.4, -0.1], [-0.1, -0.2, 0.4], [-0.2, 0.3, -0.2], [0.3, -0.2, -0.1], [0.0, 0.0, 0.0], [0.0, 0.0, -0.1], [0.0, 0.0, 0.0], [0.0, -0.1, 0.0], [0.0, 0.1, 0.0], [0.0, -0.1, 0.0], [-0.1, -0.1, -0.1], [0.1, 0.0, 0.1], [-0.4, -0.1, -0.1], [0.3, -0.2, 0.3], [-0.1, 0.1, -0.4], [-0.3, -0.3, 0.2], [0.2, 0.3, -0.1], [0.0, 0.0, -0.1], [0.0, 0.0, 0.1], [0.0, 0.0, -0.1], [0.0, 0.1, -0.1], [0.1, -0.1, 0.1], [0.0, 0.1, 0.0], [-0.1, 0.0, 0.0], [0.1, 0.0, 0.0], [0.1, 0.4, 0.1], [0.0, -0.4, 0.3], [-0.2, 0.1, -0.3], [0.0, 0.1, 0.4], [0.2, -0.3, -0.3], [0.0, 0.0, -0.1], [0.1, 0.0, 0.0], [-0.1, 0.1, 0.0], [0.0, 0.0, -0.1], [-0.1, 0.0, 0.1], [0.1, 0.1, -0.1], [0.1, 0.1, 0.0], [-0.1, -0.1, -0.1]]}

---

no.,largest force on an atom (eV/Å)
1,2.55
2,3.20
3,5.13